1.
{
  "formula": "C9H15CaIN4S2",
  "method": "ωB97M-V with the def2-TZVPD basis set",
  "max_force_ha_per_bohr": 0.082,
  "e_homo_ha": -0.2365,
  "lumo_energy_ev": -0.19,
  "homo_lumo_gap_ev": 6.24,
  "energy_ha": -2342.6345,
  "symbols": ["C", "C", "H", "H", "H", "H", "H", "H", "Ca", "C", "H", "H", "H", "I", "N", "C", "N", "C", "C", "S", "C", "C", "S", "C", "N", "N", "H", "H", "H", "H", "H", "H"],
  "positions_angstrom": [[0.827, -0.394, -4.952], [0.827, 1.102, -5.280], [1.848, -0.782, -4.873], [0.312, -0.970, -5.728], [0.321, -0.591, -4.001], [1.189, 1.694, -4.432], [1.473, 1.320, -6.138], [-0.181, 1.455, -5.525], [0.277, 0.720, 0.473], [-0.611, 1.823, -0.995], [0.138, 2.553, -1.326], [-1.468, 2.325, -0.527], [-0.954, 1.240, -1.850], [-0.123, -1.410, -0.929], [-3.628, 0.902, 1.067], [-2.854, 0.129, 1.957], [-1.508, -0.016, 1.891], [-1.036, -0.805, 2.905], [-2.010, -1.291, 3.775], [-3.503, -0.710, 3.262], [0.420, -1.061, 3.049], [1.018, -1.809, 4.064], [2.693, -1.756, 3.836], [2.580, -0.790, 2.463], [1.297, -0.515, 2.167], [3.676, -0.301, 1.722], [-4.644, 0.990, 1.214], [-3.200, 1.398, 0.281], [-1.846, -1.919, 4.639], [0.511, -2.321, 4.870], [4.639, -0.520, 2.015], [3.520, 0.308, 0.907]]
}

2.
{
  "formula": "C9H15Cl2O6PPrTm",
  "method": "ωB97M-V with the def2-TZVPD basis set",
  "charge": 4,
  "max_force_ha_per_bohr": 0.162,
  "e_homo_ha": [-0.8191, -0.8221],
  "lumo_energy_ev": [-15.77, -15.72],
  "homo_lumo_gap_ev": [6.52, 6.65],
  "energy_ha": -3665.7014,
  "multiplicity": 5,
  "symbols": ["Tm", "Pr", "Cl", "Cl", "C", "C", "C", "O", "O", "O", "C", "C", "O", "P", "O", "C", "C", "O", "C", "C", "H", "H", "H", "H", "H", "H", "H", "H", "H", "H", "H", "H", "H", "H", "H"],
  "positions_angstrom": [[-0.766, -2.110, -5.111], [0.541, 1.199, -1.548], [-2.824, -1.005, -4.528], [1.046, 2.396, -3.749], [1.623, 2.157, 0.648], [1.387, -1.345, -4.608], [-0.220, -0.216, -6.248], [2.191, 2.563, 1.570], [2.489, -0.977, -4.573], [0.081, 0.781, -6.760], [-4.127, 1.814, 2.298], [-2.933, 1.897, 1.382], [-1.964, 0.881, 1.786], [-0.700, 0.445, 0.846], [0.005, -0.795, 1.638], [-0.062, -0.999, 3.082], [0.479, 0.162, 3.876], [1.438, -0.704, -1.538], [1.991, -1.971, -1.241], [3.433, -1.863, -0.800], [-3.844, 1.862, 3.355], [-4.697, 0.894, 2.130], [-4.800, 2.652, 2.092], [-3.235, 1.713, 0.344], [-2.454, 2.879, 1.446], [-1.108, -1.204, 3.339], [0.521, -1.904, 3.238], [-0.237, 0.990, 3.892], [0.637, -0.163, 4.910], [1.436, 0.521, 3.480], [1.369, -2.413, -0.450], [1.896, -2.606, -2.132], [3.528, -1.258, 0.106], [3.832, -2.857, -0.586], [4.048, -1.415, -1.587]]
}

3.
{
  "formula": "C9H15ClN3O2",
  "method": "ωB97M-V with the def2-TZVPD basis set",
  "charge": 1,
  "max_force_ha_per_bohr": 0.108,
  "e_homo_ha": -0.4659,
  "smiles": "CCOC(=O)/C=C\\N=C/NC(Cl)=[N+](C)C",
  "lumo_energy_ev": -3.86,
  "homo_lumo_gap_ev": 8.82,
  "energy_ha": -1126.5331,
  "relative_energy_kcal_mol": 43.1,
  "symbols": ["C", "C", "O", "C", "O", "C", "C", "N", "C", "N", "C", "Cl", "N", "C", "C", "H", "H", "H", "H", "H", "H", "H", "H", "H", "H", "H", "H", "H", "H", "H"],
  "positions_angstrom": [[-2.863, 3.453, 0.683], [-2.359, 2.232, -0.153], [-1.071, 2.358, -0.608], [0.051, 1.688, -0.046], [-0.132, 0.832, 0.830], [1.251, 1.962, -0.892], [2.471, 1.521, -0.621], [2.885, 0.926, 0.513], [2.604, -0.093, 1.127], [1.851, -1.273, 0.909], [1.420, -1.853, -0.160], [2.519, -1.707, -1.536], [0.323, -2.529, -0.309], [-0.665, -2.478, 0.750], [0.134, -3.573, -1.306], [-2.734, 4.415, 0.309], [-3.908, 3.081, 0.834], [-2.555, 3.455, 1.640], [-2.821, 2.379, -1.151], [-2.612, 1.337, 0.395], [1.182, 2.547, -1.835], [3.289, 1.834, -1.255], [2.972, -0.038, 2.266], [1.094, -1.546, 1.627], [-0.423, -3.222, 1.420], [-0.669, -1.399, 1.014], [-1.676, -2.652, 0.418], [1.127, -3.752, -1.772], [-0.172, -4.554, -0.914], [-0.514, -3.349, -2.176]]
}

4.
{
  "formula": "C9H15ClO3Si",
  "method": "ωB97M-V with the def2-TZVPD basis set",
  "max_force_ha_per_bohr": 0.066,
  "e_homo_ha": [-0.2138, -0.3426],
  "lumo_energy_ev": [0.58, -1.04],
  "homo_lumo_gap_ev": [6.40, 8.28],
  "energy_ha": -1327.2034,
  "multiplicity": 3,
  "symbols": ["C", "C", "C", "C", "C", "C", "C", "C", "C", "O", "O", "O", "Si", "Cl", "H", "H", "H", "H", "H", "H", "H", "H", "H", "H", "H", "H", "H", "H", "H"],
  "positions_angstrom": [[3.580, 1.164, -1.050], [-0.662, 2.031, 2.752], [1.702, 1.044, 0.486], [0.671, 0.434, 1.168], [2.725, 0.410, -0.364], [-0.316, 1.249, 1.751], [-1.222, 0.351, -2.363], [-1.925, -2.876, 0.664], [2.637, -1.063, -0.576], [-3.848, 0.697, 0.024], [-1.844, -0.588, -1.409], [-2.646, -1.639, 0.827], [-2.488, -0.241, 0.012], [3.111, -1.781, 1.078], [4.262, 0.728, -1.761], [3.549, 2.182, -1.034], [-1.637, 2.453, 2.790], [0.024, 2.275, 3.586], [1.846, 2.164, 0.545], [0.441, -0.612, 0.989], [-1.133, 1.387, -1.975], [-2.019, 0.296, -3.035], [-0.352, -0.005, -2.849], [-2.513, -3.619, 1.234], [-0.778, -2.726, 1.093], [-1.749, -3.128, -0.391], [3.411, -1.465, -1.230], [1.583, -1.505, -0.645], [-4.231, 0.638, 1.009]]
}

5.
{
  "formula": "C9H15N2O",
  "method": "ωB97M-V with the def2-TZVPD basis set",
  "charge": 1,
  "max_force_ha_per_bohr": 0.108,
  "e_homo_ha": -0.5201,
  "smiles": "C=C=[N+]=CCN(C=O)CCCC",
  "lumo_energy_ev": -4.96,
  "homo_lumo_gap_ev": 9.19,
  "energy_ha": -536.2502,
  "relative_energy_kcal_mol": 135.0,
  "symbols": ["C", "C", "N", "C", "C", "N", "C", "O", "C", "C", "C", "C", "H", "H", "H", "H", "H", "H", "H", "H", "H", "H", "H", "H", "H", "H", "H"],
  "positions_angstrom": [[-2.927, 1.366, -1.343], [-2.817, 0.172, -0.799], [-3.251, -0.954, -0.443], [-2.681, -1.819, 0.267], [-1.402, -1.392, 0.986], [-1.083, -0.066, 0.510], [-1.177, 1.117, 1.348], [-1.131, 2.184, 0.800], [0.039, 0.104, -0.426], [1.412, -0.099, 0.318], [2.629, -0.103, -0.617], [4.141, 0.155, -0.090], [-2.339, 2.252, -1.178], [-3.517, 1.766, -2.062], [-2.994, -2.861, 0.515], [-1.718, -1.258, 2.112], [-0.661, -2.000, 0.668], [-1.400, 1.070, 2.399], [-0.158, 0.993, -0.952], [0.061, -0.681, -1.330], [1.515, -0.941, 0.858], [1.351, 0.696, 0.930], [2.304, 0.715, -1.432], [2.552, -0.969, -1.231], [4.483, -0.685, 0.427], [4.093, 0.877, 0.680], [4.677, 0.361, -0.914]]
}